Computed, not measured: a molecular structure, C28H19Br2CdN4O3S at a distorted geometry, with wB97M-V/def2-TZVPD.

DFT total energy = -7237.26542 a.u.
charge = -1
gap between HOMO and LUMO = 6.51 eV
spin multiplicity = 1
relative energy (zero: lowest compared OMol25 entry of this formula, charge and spin) = 0.485 eV
lowest unoccupied orbital energy = 0.0712 Ha

Structure (XYZ):
```
58
C28H19Br2CdN4O3S, DFT wB97M-V/def2-TZVPD
Cd -0.0557 -0.3763 0.2784
Br -7.0889 -3.3706 -0.1300
C -5.4962 -2.3210 -0.0991
C -5.5478 -1.0521 0.5571
C -4.5141 -0.1900 0.6200
C -3.2447 -0.6180 0.0862
O -2.2443 0.1146 0.2057
C -3.1766 -1.8767 -0.5597
C -2.0049 -2.3279 -1.2882
N -0.7859 -1.8478 -1.3465
C 0.2057 -2.6019 -2.0285
C 0.0193 -3.2884 -3.1958
C 0.9981 -4.1505 -3.6708
C 2.2814 -4.1009 -3.1860
C 2.5604 -3.2558 -2.0636
C 3.8528 -3.1341 -1.5099
C 4.0642 -2.3492 -0.3781
C 2.9575 -1.5985 0.0623
N 1.7642 -1.6158 -0.5116
C 1.5217 -2.5268 -1.4929
C -4.3207 -2.7220 -0.6306
H -6.4968 -0.7918 1.0193
H -4.5541 0.7690 1.1729
H -2.1843 -3.2581 -1.8499
H -0.9386 -3.3341 -3.6316
H 0.8210 -4.8185 -4.4917
H 3.0628 -4.6853 -3.6180
H 4.6852 -3.6704 -1.9260
H 5.0186 -2.3092 0.1320
H 3.0651 -0.9666 0.9316
H -4.2279 -3.7339 -1.0654
Br 4.1012 6.1959 -2.7304
C 2.6811 5.5249 -1.6321
C 1.8439 6.3861 -0.9651
C 0.7951 5.8868 -0.2728
C 0.6226 4.4843 -0.1704
C 1.5419 3.6078 -0.8012
C 2.5501 4.1517 -1.5546
C 1.4604 2.0965 -0.7183
O 0.4299 1.7234 -0.0598
O 2.3030 1.3749 -1.2733
H 2.0843 7.4605 -0.9380
H 0.1026 6.5103 0.2886
H -0.1783 3.9739 0.3218
H 3.2619 3.4529 -1.9943
C 1.0593 2.1138 2.9487
C 0.0552 1.0932 3.3399
C -0.7736 1.1808 4.4334
C -1.6682 0.1219 4.6774
N -1.6195 -1.0246 4.0323
C -0.8605 -1.0483 2.9146
S -0.6498 -2.5267 2.0581
N -0.0789 0.0262 2.5489
H 1.3071 1.9951 1.9014
H 2.0302 1.7401 3.4518
H 0.8280 3.1413 3.2723
H -0.8901 2.1204 4.9916
H -2.3354 0.2456 5.5381
```

Atomic partial charges in e from the Mulliken method, atoms 1 to 8: 1.86 -0.26 -0.40 -0.09 -1.03 0.51 -0.65 0.29